# C36H91MnN7O16

A structure of composition C36H91MnN7O16 at a distorted geometry (wB97M-V/def2-TZVPD, the OMol25 dataset).

Last column: Mulliken spin population.
Element x y z (Å)
Mn 0.43 -0.69 0.62  4.605
O 0.25 -1.08 -1.57  0.148
O -0.18 2.47 4.47  -0.001
O 3.95 -1.29 -4.01  0.000
O -0.62 0.32 -3.12  -0.003
O 2.02 -0.33 3.12  0.009
O 6.39 3.99 1.34  0.000
O 3.49 1.21 2.55  -0.001
O 2.17 0.34 0.98  0.062
O -5.40 -1.38 -1.92  0.000
O -1.81 -1.46 1.06  -0.040
O -0.66 0.74 -0.83  0.086
O -1.77 -2.79 5.94  0.000
O 3.30 1.78 -2.84  0.001
O -5.59 4.45 -0.31  0.000
O 0.70 -5.50 0.68  -0.001
O -2.57 -3.88 -4.95  0.000
N 2.87 4.72 2.05  0.000
N -0.62 0.73 2.21  0.003
N -2.26 -4.50 2.71  0.000
N 0.88 -2.73 1.24  -0.006
N 0.30 -1.75 -4.54  0.002
N 0.37 3.81 -3.63  0.000
N -4.55 1.94 -0.69  0.000
C -4.56 0.80 -1.52  -0.002
C 2.43 4.91 -3.22  0.000
C 2.08 2.49 -2.62  -0.005
C -2.72 -0.42 1.53  -0.002
C -1.92 -2.66 -4.73  0.000
C -0.35 -0.01 -1.78  -0.100
C -0.47 -2.96 -4.47  -0.001
C 1.97 -4.84 0.52  0.005
C 1.78 3.62 -3.62  0.000
C -3.95 -3.66 -4.99  0.000
C -0.40 2.16 2.00  0.034
C 2.51 0.33 2.19  0.045
C 1.81 -3.38 0.23  0.018
C 4.73 4.18 3.59  0.000
C -0.63 3.08 3.24  -0.001
C 3.48 0.90 -1.76  -0.027
C -1.82 -2.98 4.55  -0.001
C 4.86 -0.34 -4.45  0.000
C 0.84 -6.78 1.28  0.000
C 1.20 2.59 4.67  0.000
C -5.45 -0.32 -1.02  0.000
C 5.02 4.08 1.09  -0.001
C -4.19 4.32 -0.52  0.000
C 2.72 -0.92 -4.58  0.000
C 7.04 3.01 0.57  0.000
C -1.97 0.30 2.61  0.035
C -2.42 -2.17 0.06  0.040
C 4.35 4.77 2.22  0.000
C 3.16 -2.71 0.30  0.023
C 1.71 -2.03 -4.26  -0.001
C -6.13 -2.47 -1.48  0.000
C -5.93 5.67 0.26  0.000
C -0.93 -5.28 4.67  0.000
C -3.90 3.05 -1.37  -0.001
C -2.12 -4.45 4.15  0.000
C -1.40 -1.51 6.28  0.000
H 2.60 3.70 1.89  0.000
H -0.38 -1.34 6.13  0.000
H -0.18 -7.13 1.42  0.000
H 2.27 5.54 -4.11  0.000
H -0.36 -0.44 -3.69  -0.001
H 3.87 0.86 3.38  -0.001
H -5.44 5.86 1.26  0.000
H -5.66 6.59 -0.32  0.000
H 4.62 3.07 0.96  -0.001
H 1.50 2.17 5.60  0.000
H 1.43 -6.75 2.18  0.000
H 1.78 -2.22 -3.18  0.000
H 1.50 3.64 4.76  0.000
H 4.67 5.82 2.32  0.000
H 0.01 0.47 2.97  -0.002
H 4.99 -0.45 -5.55  0.000
H 1.32 -7.39 0.55  0.000
H -0.88 -2.66 4.09  0.000
H 2.56 -5.38 -0.17  0.000
H -1.02 2.47 1.20  0.009
H -5.80 -2.93 -0.55  0.000
H 2.46 0.12 -4.21  0.000
H -2.03 -0.69 5.83  0.000
H -5.51 2.24 -0.44  0.000
H 1.84 5.22 -2.39  0.000
H -4.80 0.96 -2.55  0.000
H -1.06 -6.37 4.49  0.000
H -2.17 -1.97 -5.52  0.000
H 2.12 -2.97 -4.73  0.000
H -0.44 -3.36 -3.42  0.000
H -6.52 0.01 -1.05  0.000
H 4.52 3.12 3.56  0.000
H -1.83 -0.41 3.48  -0.009
H -3.61 0.32 -1.53  0.001
H -2.88 2.87 -1.67  0.001
H 4.35 0.31 -1.96  0.000
H 2.18 3.33 -4.63  0.000
H 3.07 -1.69 -0.05  0.003
H -3.34 -2.70 0.32  0.008
H -7.01 5.53 0.34  0.000
H -0.27 -3.77 -5.22  0.000
H -4.31 -2.85 -4.27  0.000
H 0.15 -1.36 -5.46  0.000
H 1.37 -3.17 -0.76  -0.005
H -4.51 -4.62 -4.82  0.000
H 2.14 3.05 -1.68  0.000
H -1.77 -2.93 -0.21  -0.012
H -4.24 -3.29 -6.01  0.000
H -0.20 4.10 3.10  0.000
H 4.93 4.57 0.13  0.000
H -0.77 -5.18 5.73  0.000
H -2.66 -5.37 2.31  0.000
H 2.47 -4.91 1.52  0.001
H 7.03 3.16 -0.55  0.000
H 8.05 2.92 0.89  0.000
H 2.66 5.14 1.13  0.000
H 0.06 -5.06 4.18  0.000
H -2.79 -3.65 2.53  0.000
H 0.11 4.55 -4.28  0.000
H -2.48 1.14 3.00  -0.004
H 2.65 0.15 -1.74  0.022
H 0.07 2.90 -3.92  0.000
H -2.54 -1.50 -0.88  0.009
H -3.05 0.20 0.70  -0.007
H 5.84 -0.47 -3.95  0.000
H -3.05 -4.71 4.57  0.000
H -3.68 4.25 0.47  0.000
H -2.62 -2.40 4.04  0.000
H -7.22 -2.12 -1.33  0.000
H 2.74 -0.96 -5.67  0.000
H 1.84 2.08 3.91  0.001
H -4.45 3.27 -2.34  0.000
H -3.57 -0.91 2.02  -0.004
H 3.52 -2.64 1.35  -0.001
H 1.30 1.80 -2.61  0.001
H 0.07 -3.36 1.39  0.026
H 4.09 4.59 4.33  0.000
H 3.50 4.86 -3.08  0.000
H 6.52 2.06 0.78  0.000
H -2.39 -2.19 -3.92  -0.001
H 4.55 0.66 -4.34  0.000
H -1.71 3.26 3.43  0.000
H -6.29 -3.16 -2.37  0.000
H 0.63 2.33 1.68  0.015
H -1.57 -1.41 7.32  0.000
H 3.46 1.39 -0.76  0.011
H 3.92 -3.19 -0.26  0.001
H -5.20 -0.62 0.07  0.001
H 5.81 4.16 3.67  0.000
H -3.87 5.25 -1.04  0.000
H 1.46 -2.87 2.06  0.012

Output
- LUMO level (spin up / spin down) (hartree) = 0.0184 / 0.0184
- calculated total energy (a.u.) = -4164.27567
- frontier orbital gap (spin up / spin down) (eV) = 9.0464 / 9.3974
- total charge = 0
- spin multiplicity = 6



# C36H92F6N7O12Ti

A structure of composition C36H92F6N7O12Ti at a distorted geometry (wB97M-V/def2-TZVPD, the OMol25 dataset).

Last column: Mulliken spin population.
Element x y z (Å)
Ti -1.01 -2.61 -1.63  2.844
F 3.87 -1.14 -0.54  -0.001
F -3.62 -1.23 1.67  0.001
F -5.48 -2.18 1.09  0.000
F -4.55 -0.67 -0.17  -0.004
F 2.73 0.16 -1.86  0.005
F 3.05 0.72 0.17  0.000
O 2.82 -0.81 5.08  0.000
O 1.63 1.10 -5.63  0.002
O -4.71 3.47 1.60  0.000
O 1.27 -2.30 -0.74  0.055
O -2.18 -4.87 3.35  0.000
O 0.40 -0.25 -0.58  -0.204
O -3.28 -2.80 -1.47  -0.002
O 2.21 -4.32 -2.09  -0.062
O 0.23 3.72 1.24  -0.001
O -2.24 -3.16 0.41  -0.014
O 7.78 -2.83 0.67  0.000
O -2.53 4.61 -5.29  0.000
N -0.11 -0.21 -3.57  -0.045
N -7.05 4.87 0.69  0.000
N 10.52 -4.35 2.70  0.000
N -4.33 3.47 -3.33  0.000
N -2.72 5.15 2.94  0.000
N 0.02 -3.45 2.38  -0.006
N 2.89 -3.31 3.77  0.000
C 1.52 -1.08 -0.21  -0.025
C -4.30 -1.74 0.61  -0.006
C -0.49 0.27 0.42  -0.018
C -4.94 2.10 1.38  0.000
C 2.51 0.53 5.27  0.000
C 4.09 -2.45 3.90  0.001
C -1.80 2.94 3.36  0.000
C 5.05 -2.73 2.73  -0.003
C 1.92 -0.13 -4.96  -0.004
C -6.04 4.46 -0.36  0.000
C -1.49 1.22 -0.18  0.032
C -5.93 5.64 -1.29  0.000
C 0.59 -0.84 -4.73  -0.023
C -3.50 -5.34 3.35  0.000
C -1.34 5.03 -4.69  0.000
C -4.70 4.27 0.41  0.000
C 8.49 -5.41 1.90  0.000
C -3.20 2.77 -3.84  0.002
C 2.63 1.60 -6.48  0.000
C -0.37 -0.70 -5.90  -0.022
C 2.79 -0.33 -0.61  0.000
C -2.77 3.21 -5.24  0.000
C -0.52 -3.09 3.66  -0.001
C -0.93 4.49 1.44  0.000
C 3.72 -1.01 3.98  0.000
C 7.32 -1.49 0.52  0.000
C -0.52 -1.60 3.97  -0.001
C -3.74 -2.43 -3.76  0.051
C 8.66 -2.95 1.75  0.000
C -1.97 -3.57 3.85  0.001
C 9.42 -4.27 1.71  0.000
C -3.50 -2.90 -0.04  -0.004
C 1.11 4.25 0.26  0.000
C -4.35 -2.48 -2.37  0.007
C -1.48 4.37 2.83  0.000
C -3.44 1.24 -3.82  0.002
H 3.20 1.14 5.87  0.000
H -1.34 4.90 -3.60  0.000
H 7.93 -5.50 0.96  0.000
H 4.57 -2.43 1.80  0.002
H 2.33 2.62 -6.72  0.000
H -4.72 -1.48 -2.14  -0.001
H -2.54 0.70 -4.10  -0.003
H 2.14 -2.73 4.17  0.000
H 0.58 4.63 -0.62  0.000
H 0.01 -3.60 4.47  0.002
H 0.48 -1.14 3.91  0.000
H -4.33 1.20 -4.46  0.001
H -3.89 3.95 -0.25  0.000
H -5.41 1.60 2.23  0.000
H 1.90 3.56 -0.01  0.000
H 8.14 -0.90 0.09  0.000
H -3.51 4.71 2.46  0.000
H -4.47 3.32 -2.34  0.000
H -5.59 1.87 0.53  0.000
H -1.67 4.23 0.67  0.000
H 4.61 -0.39 4.14  0.000
H 0.34 -0.26 -2.65  -0.006
H -3.61 3.06 -5.92  0.000
H 8.22 -2.88 2.76  0.000
H -3.47 -3.41 -4.16  0.008
H -0.76 -1.29 4.99  0.000
H 4.59 -2.65 4.86  0.000
H 1.72 -3.56 -1.65  0.033
H -2.30 2.84 -3.20  0.000
H -3.50 -6.39 3.07  0.000
H 1.60 5.10 0.74  0.000
H -1.32 -1.23 -5.90  0.003
H 0.21 -1.00 -6.79  -0.001
H -0.58 0.36 -6.07  0.004
H -6.21 3.50 -0.85  0.000
H -4.55 -2.10 -4.43  0.004
H -3.01 5.07 3.91  0.000
H -1.08 2.15 3.10  0.000
H 5.95 -2.13 2.90  0.000
H 3.61 1.68 -6.01  0.000
H 7.78 -5.20 2.71  0.000
H 6.98 -1.03 1.45  0.000
H -5.19 -3.18 -2.32  0.001
H 8.93 -6.38 2.13  0.000
H -6.44 5.35 1.34  0.000
H -1.04 -0.94 3.27  0.002
H -0.57 -3.00 1.67  0.021
H 2.65 1.04 -7.42  0.000
H -7.48 4.06 1.11  0.000
H -4.05 -4.73 2.63  0.000
H -2.74 2.58 2.95  0.000
H 5.45 -3.74 2.71  0.000
H 1.53 -1.15 0.89  -0.016
H 0.03 0.78 -3.82  0.000
H 2.42 1.07 4.32  0.000
H -2.94 -1.70 -3.88  -0.007
H 3.01 -3.99 4.52  0.000
H -1.94 1.76 0.66  0.012
H -5.76 6.57 -0.75  0.000
H -1.95 2.94 4.44  0.000
H -0.69 5.55 1.36  0.000
H -4.10 4.47 -3.38  0.000
H -6.81 5.77 -1.91  0.000
H -0.73 4.77 3.52  0.000
H -0.43 4.57 -5.09  0.000
H 1.59 -5.00 -2.45  0.093
H 6.46 -1.54 -0.14  0.000
H 11.28 -3.69 2.71  0.000
H 0.71 -1.92 -4.59  0.144
H -2.21 0.75 -0.84  0.037
H 3.17 -0.74 3.07  0.000
H -3.79 0.85 -2.86  0.008
H -1.92 2.69 -5.68  0.000
H 2.53 0.08 -4.08  0.008
H 9.37 -2.11 1.80  0.000
H 2.80 -4.77 -1.45  0.027
H 9.95 -4.41 0.76  0.000
H -2.62 -2.88 3.30  0.000
H -3.95 1.69 1.15  0.000
H -5.01 5.45 -1.86  0.000
H -1.00 -0.58 0.89  0.055
H 2.52 -0.76 -5.63  -0.003
H -4.02 -3.87 0.03  0.000
H -4.01 -5.22 4.31  0.000
H 0.19 0.83 1.06  0.002
H 0.92 -3.01 2.20  0.007
H 1.52 0.68 5.73  0.000
H 10.11 -4.35 3.63  0.000
H -4.42 5.25 0.79  0.000
H -2.32 -3.52 4.89  0.000
H -0.93 2.04 -0.64  0.009
H -1.25 6.11 -4.72  0.000

Output
- LUMO level (spin up / spin down) (hartree) = -0.0142 / -0.0265
- calculated total energy (a.u.) = -4161.33759
- energy relative to the best compared isomer or geometry (same formula, charge and spin) (kJ/mol) = 179.2
- frontier orbital gap (spin up / spin down) (eV) = 5.1693 / 7.6364
- total charge = 0
- spin multiplicity = 4



- What is the formula in the first record?
  C36H91MnN7O16